Computed, not measured: a structure of composition C42H39CoIN6O5S, with the ωB97M-V functional and the def2-TZVPD basis.

Each line ends with the Mulliken charge.
Cartesian coordinates (Å):
Co  -0.496  1.103  0.289  0.396
C  -0.263  1.588  4.586  -2.011
C  -0.335  1.953  3.122  1.242
O  -0.460  0.999  2.337  -0.370
C  -0.248  3.343  2.721  0.877
C  0.143  4.298  3.689  -1.218
C  0.269  5.629  3.398  -1.056
C  -0.032  6.063  2.094  -0.615
C  -0.437  5.180  1.133  -0.746
C  -0.557  3.783  1.392  0.075
O  -0.975  3.025  0.444  0.447
H  -0.500  0.532  4.684  0.371
H  -0.958  2.180  5.180  0.459
H  0.743  1.762  4.972  0.401
H  0.362  3.966  4.695  0.396
H  0.579  6.334  4.157  0.397
H  0.048  7.116  1.849  0.436
H  -0.713  5.513  0.139  0.302
C  -1.494  -3.647  -3.563  -1.282
O  -0.553  -3.460  -2.517  0.153
C  -0.284  -4.510  -1.706  0.958
C  -0.681  -5.817  -1.966  -0.859
C  -0.278  -6.852  -1.134  -0.817
C  0.518  -6.594  -0.031  -0.805
C  0.873  -5.286  0.259  -0.609
C  0.470  -4.233  -0.552  0.030
N  0.882  -2.924  -0.220  0.590
C  0.116  -1.785  -0.182  -0.360
N  -1.206  -2.002  -0.064  0.179
C  -2.324  -1.178  -0.350  -0.951
C  -2.287  0.220  -0.426  -0.389
C  -3.501  0.757  -0.865  1.006
C  -4.656  0.036  -1.121  -0.978
C  -4.660  -1.338  -0.949  -0.732
C  -3.484  -1.941  -0.573  0.767
O  -3.418  -3.324  -0.461  -0.507
C  -3.821  -3.808  0.823  -0.923
N  0.657  -0.599  -0.154  0.632
C  2.054  -0.499  -0.374  -1.912
C  2.574  1.502  1.090  -2.156
C  3.990  1.894  0.567  0.162
C  4.859  -0.088  -0.889  -1.365
C  4.049  -0.600  -1.808  -0.676
C  2.609  -0.757  -1.566  1.621
O  1.791  -1.130  -2.594  -0.216
C  2.267  -2.139  -3.468  -0.968
H  -1.614  -2.672  -4.029  0.249
H  -2.454  -3.980  -3.163  0.466
H  -1.128  -4.362  -4.305  0.386
H  -1.284  -6.032  -2.836  0.462
H  -0.585  -7.864  -1.362  0.424
H  0.843  -7.398  0.615  0.398
H  1.458  -5.058  1.142  0.520
H  1.861  -2.781  -0.029  0.480
H  -1.466  -2.976  -0.089  0.213
H  -4.560  2.245  -1.677  0.493
H  -5.561  0.537  -1.447  0.394
H  -5.542  -1.935  -1.136  0.479
H  -4.910  -3.841  0.894  0.358
H  -3.429  -3.168  1.617  0.301
H  -3.418  -4.814  0.929  0.280
H  2.414  1.703  2.150  0.179
H  4.627  2.448  1.253  0.705
H  5.920  0.019  -1.086  0.348
H  4.444  -0.902  -2.769  0.381
H  1.399  -2.491  -4.020  0.126
H  2.697  -2.977  -2.912  0.403
H  3.007  -1.754  -4.174  0.393
I  -4.220  2.509  1.788  0.017
C  -3.722  3.188  -0.099  -0.559
C  -3.698  4.495  -0.459  0.135
C  -3.280  4.919  -1.735  -1.023
C  -2.607  3.954  -2.507  -0.119
C  -2.623  2.637  -2.196  -0.989
N  -3.649  2.203  -1.206  1.022
H  -3.931  5.227  0.305  0.427
H  -3.251  5.967  -1.989  0.328
H  -1.985  4.259  -3.343  0.414
H  -2.063  1.833  -2.640  0.631
N  1.120  3.358  -1.571  -0.250
C  1.959  2.767  -0.693  0.169
N  1.537  2.076  0.295  0.436
C  2.867  -0.004  0.793  2.315
C  2.659  -0.882  1.993  -0.927
C  3.647  -1.179  2.832  -0.855
C  5.015  -0.698  2.600  -0.659
C  5.339  -0.001  1.516  -1.543
C  4.353  0.371  0.443  1.762
S  3.715  2.893  -0.916  -0.382
H  0.154  3.444  -1.253  -0.131
H  1.476  4.070  -2.182  0.245
H  1.643  -1.215  2.177  0.402
H  3.456  -1.783  3.710  0.471
H  5.775  -0.940  3.333  0.407
H  6.363  0.322  1.353  0.445

Summary:
Energy above the lowest of the compared OMol25 structures with the same formula, charge and spin   107.8 kcal/mol
Multiplicity   4
LUMO (spin up / spin down)   0.01260 / 0.01163 hartree
⟨S²⟩   3.76